Entry 1:
Below is a molecular structure, C22H29BMnN8O8S2, with properties calculated with wB97M-V/def2-TZVPD.

Last column: Mulliken spin population.
Geometry (Å):
Mn 0.476 0.664 -1.498  1.0012
C 3.718 -0.295 -0.794  0.0017
C 2.775 -0.100 0.344  0.0045
C 2.899 -0.551 1.667  -0.0017
C 1.754 -0.121 2.303  0.0035
C 1.288 -0.380 3.694  0.0001
N 1.020 0.575 1.413  -0.0032
N 1.638 0.565 0.201  -0.0083
B -0.198 1.460 1.738  -0.0211
N -1.550 0.698 1.646  0.0023
N -1.971 0.176 0.477  -0.0094
C -3.205 -0.305 0.576  0.0100
C -3.861 -1.004 -0.559  -0.0010
C -3.621 -0.048 1.896  -0.0016
C -2.568 0.567 2.532  0.0076
C -2.459 0.994 3.956  -0.0003
N -0.214 2.750 0.886  -0.0094
N 0.024 2.776 -0.456  0.0153
C 0.028 4.049 -0.820  0.0012
C 0.298 4.487 -2.221  -0.0013
C -0.230 4.872 0.292  -0.0008
C -0.369 4.008 1.354  0.0001
C -0.643 4.337 2.785  0.0002
H 4.748 -0.291 -0.429  0.0005
H 3.597 0.495 -1.536  0.0008
H 3.521 -1.240 -1.300  0.0001
H 3.686 -1.154 2.089  0.0001
H 2.009 -1.020 4.203  -0.0001
H 0.331 -0.907 3.668  0.0003
H 1.168 0.542 4.267  0.0002
H -0.134 1.783 2.894  0.0000
H -3.230 -0.929 -1.444  -0.0003
H -4.847 -0.574 -0.757  0.0006
H -3.963 -2.067 -0.330  0.0007
H -4.558 -0.340 2.339  0.0004
H -3.346 0.653 4.491  0.0000
H -2.388 2.078 4.066  0.0005
H -1.581 0.559 4.436  0.0004
H 0.898 3.749 -2.741  0.0017
H 0.842 5.435 -2.214  -0.0001
H -0.626 4.634 -2.784  0.0003
H -0.290 5.949 0.317  0.0001
H -0.700 5.420 2.895  0.0000
H 0.140 3.961 3.445  0.0000
H -1.587 3.911 3.126  0.0000
N -0.949 0.989 -3.053  -0.0047
N -0.363 1.664 -4.141  0.0004
C 1.056 1.779 -4.076  -0.0025
O 1.637 2.134 -5.101  0.0028
O 1.555 1.558 -2.924  0.0091
H -1.069 -0.018 -3.212  0.0004
H -1.835 1.392 -2.784  0.0006
H -0.686 1.392 -5.058  -0.0002
O -0.185 -3.001 1.795  0.0000
S -0.991 -3.211 0.548  0.0000
O -1.985 -4.321 0.726  0.0000
O -1.184 0.099 -0.536  0.0021
C 0.280 -4.117 -0.495  0.0008
C 0.720 -5.284 0.130  0.0000
C 1.649 -6.118 -0.458  0.0000
C 2.161 -5.798 -1.713  0.0000
C 1.735 -4.647 -2.347  -0.0004
C 0.793 -3.801 -1.749  -0.0018
S 0.446 -2.304 -2.684  -0.0007
O 0.967 -2.560 -4.010  -0.0018
O -0.987 -2.046 -2.646  0.0000
O 1.233 -1.259 -1.964  0.0003
H 0.300 -5.509 1.104  0.0000
H 1.975 -7.017 0.055  0.0000
H 2.890 -6.439 -2.195  0.0000
H 2.116 -4.379 -3.323  -0.0001

Its LUMO energy (alpha / beta) is 4.189 / 4.189 eV. Its expectation value of S² is 1.07. Its multiplicity is 2. Its HOMO energy (alpha / beta) is -1.6 / -1.6 eV. The value obtained for the orbital gap (alpha / beta) is 5.762 / 5.761 eV. Its total charge is -2.



Entry 2:
Below is a molecular structure, C22H29F3N3OPt, with properties calculated with wB97M-V/def2-TZVPD.

Last column: Mulliken charge in e.
Geometry (Å):
Pt -0.449 0.258 -0.113  0.9441
C 3.830 1.006 3.796  -1.0108
C 3.060 -0.317 3.750  -0.7901
N 1.921 -0.280 2.873  0.2821
C 2.137 -0.629 1.482  -1.4086
C 2.441 0.536 0.517  -0.4538
C 0.685 0.145 3.249  0.7925
C 0.453 0.379 4.731  -1.6112
N -0.238 0.276 2.378  -0.2219
H 4.681 0.918 4.469  0.4303
H 3.186 1.810 4.144  0.2160
H 4.185 1.261 2.800  0.2632
H 2.756 -0.601 4.762  0.4441
H 3.735 -1.097 3.381  0.3528
H 1.202 -1.083 1.132  0.4165
H 2.934 -1.376 1.437  0.4212
H 2.203 1.492 0.991  0.2811
H 1.860 -0.624 -1.173  0.2283
H 3.514 0.542 0.271  0.3750
H 0.639 -0.535 5.296  0.2979
H -0.582 0.671 4.895  0.4343
H 1.094 1.168 5.119  0.2664
H -1.137 0.578 2.734  0.0756
F -4.752 -4.895 -2.694  -0.2855
C -3.535 -5.169 -2.088  0.7993
F -2.922 -5.949 -3.048  -0.2831
F -3.842 -6.029 -1.095  -0.2995
C -2.783 -3.999 -1.672  0.2808
C -2.350 -3.023 -2.622  -0.8984
C -1.669 -1.926 -2.199  -0.4450
N -1.362 -1.663 -0.895  -0.3133
C -1.731 -2.627 0.004  -0.0916
C -2.415 -3.757 -0.316  -0.8467
H -2.569 -3.171 -3.670  0.3830
H -1.325 -1.183 -2.906  0.4291
H -1.434 -2.442 1.030  0.3610
H -2.679 -4.477 0.446  0.4045
C 1.580 0.356 -0.746  -0.8168
C 1.847 1.360 -1.825  0.2322
C 0.805 2.133 -2.334  0.0083
C 0.977 2.935 -3.446  -0.7523
C 2.210 2.991 -4.075  -0.3289
C 3.267 2.256 -3.563  -0.6859
C 3.086 1.451 -2.453  -0.2645
H -0.162 2.054 -1.845  0.2368
H 0.143 3.496 -3.853  0.3489
H 2.346 3.586 -4.971  0.3594
H 4.228 2.287 -4.062  0.3443
H 3.917 0.857 -2.096  0.3239
C -3.611 0.822 -0.160  -1.2542
C -2.783 2.075 -0.256  1.1322
C -3.283 3.162 -1.187  -1.2110
O -1.717 2.188 0.366  -0.6746
H -4.678 1.043 -0.126  0.4795
H -3.308 0.266 0.729  0.2349
H -3.412 0.182 -1.025  0.1487
H -4.358 3.083 -1.346  0.3816
H -2.787 3.089 -2.156  0.2104
H -3.048 4.138 -0.764  0.3277

Its LUMO energy (alpha / beta) is 2.667 / 2.671 eV. Its HOMO energy (alpha / beta) is -1.3 / -1.2 eV. The value obtained for the orbital gap (alpha / beta) is 3.981 / 3.838 eV. Its total charge is -1.



Entry 3:
Below is a molecular structure, C22H29FIrN4O2SSi, with properties calculated with wB97M-V/def2-TZVPD.

Last column: Mulliken spin population.
Geometry (Å):
Ir -0.010 -0.095 -0.410  2.7278
C -4.764 -0.369 -1.191  0.0103
Si -3.044 0.169 -0.808  -0.0269
C -2.976 1.390 0.588  0.0382
C -2.202 0.874 -2.324  0.0408
N -1.855 -1.110 -0.287  0.5191
C -2.020 -2.337 0.188  0.1056
C -3.276 -3.033 0.153  0.1361
C -3.399 -4.288 0.677  -0.0327
C -2.296 -4.924 1.272  0.2419
C -1.052 -4.293 1.337  -0.0563
C -0.937 -3.043 0.801  0.1903
F 0.247 -2.385 0.862  0.0444
H -5.296 0.515 -1.543  0.0009
H -5.301 -0.740 -0.320  -0.0011
H -4.813 -1.113 -1.985  -0.0008
H -3.343 2.355 0.237  0.0047
H -1.968 1.571 0.977  -0.0130
H -3.587 1.095 1.439  0.0014
H -2.891 1.588 -2.778  0.0120
H -1.957 0.135 -3.085  0.0004
H -1.312 1.482 -2.122  0.0075
H -4.119 -2.547 -0.305  0.0087
H -4.349 -4.799 0.637  0.0036
H -2.410 -5.913 1.690  0.0043
H -0.201 -4.760 1.809  0.0014
C 2.778 -2.853 -1.455  0.0077
N 3.397 -1.559 -1.728  0.0155
C 4.765 -1.465 -1.203  -0.0001
C 2.754 -0.557 -2.294  0.0398
S 0.967 -0.603 -2.440  0.6081
N 3.355 0.473 -2.859  0.0243
C 2.632 1.685 -3.266  0.0053
C 4.727 0.412 -3.382  -0.0005
H 3.465 -3.626 -1.797  -0.0008
H 1.841 -2.961 -1.994  -0.0024
H 2.621 -2.958 -0.382  -0.0014
H 4.756 -1.930 -0.220  0.0010
H 5.054 -0.423 -1.087  -0.0003
H 5.466 -1.986 -1.852  0.0009
H 1.846 1.934 -2.554  -0.0191
H 2.225 1.552 -4.268  0.0072
H 3.354 2.498 -3.274  0.0043
H 5.020 -0.620 -3.548  0.0004
H 5.427 0.909 -2.713  0.0015
H 4.720 0.929 -4.338  0.0001
O 2.997 -1.526 1.769  0.0114
C 2.859 -0.394 1.418  0.0284
N 1.749 0.113 0.695  0.1143
C 1.942 1.408 0.407  0.0003
O 1.050 1.961 -0.276  0.1443
C 3.227 1.885 0.933  0.0276
C 3.862 3.107 0.884  0.0069
C 5.097 3.197 1.527  0.0002
C 5.656 2.098 2.173  0.0059
C 5.007 0.862 2.207  -0.0040
C 3.784 0.781 1.581  0.0031
H 3.415 3.962 0.400  0.0012
H 5.626 4.138 1.533  0.0002
H 6.610 2.211 2.668  0.0002
H 5.436 0.013 2.716  -0.0001

Its LUMO energy (alpha / beta) is -5.830 / -8.860 eV. Its expectation value of S² is 8.80. Its multiplicity is 6. Its HOMO energy (alpha / beta) is -14.1 / -14.8 eV. The value obtained for the orbital gap (alpha / beta) is 8.282 / 5.985 eV. Its total charge is +2.



Entry 4:
Below is a single C22H29FN2O2 molecule, with properties calculated with wB97M-V/def2-TZVPD.

Last column: Mulliken charge in e.
Geometry (Å):
C -0.049 -1.537 -5.278  -1.3074
C -0.675 -1.961 -3.999  0.0878
C -1.149 -1.248 -2.943  -0.3544
C -1.635 -2.200 -1.995  0.9302
C -2.158 -1.974 -0.630  1.1240
O -1.751 -2.636 0.313  -0.6806
N -3.097 -1.008 -0.474  0.2481
C -3.707 -0.274 -1.553  -1.1511
C -3.517 -0.659 0.866  -1.9008
C -2.927 0.674 1.342  1.1048
C -3.390 0.994 2.762  -1.0450
C -2.734 2.289 3.230  -0.8309
C -1.216 2.175 3.118  -0.5256
N -0.861 1.902 1.740  0.2922
C 0.530 2.102 1.419  -0.8802
C 1.538 1.147 2.104  -0.4393
C 2.924 1.459 1.636  -0.0435
C 3.699 2.406 2.296  -0.2708
C 4.963 2.735 1.843  -0.6399
C 5.447 2.104 0.712  0.3845
F 6.683 2.418 0.261  -0.3309
C 4.702 1.160 0.030  -0.6379
C 3.440 0.845 0.499  -0.3135
C -1.397 0.626 1.311  -1.1399
C -1.398 -3.430 -2.552  -0.3862
C -1.688 -4.795 -2.047  -1.4217
O -0.838 -3.286 -3.770  -0.3716
H -0.639 -1.885 -6.125  0.3030
H 0.951 -1.960 -5.371  0.3119
H 0.019 -0.453 -5.312  0.3304
H -1.130 -0.183 -2.835  0.5310
H -3.249 0.711 -1.683  0.3062
H -4.766 -0.131 -1.329  0.2916
H -3.620 -0.828 -2.484  0.5203
H -4.611 -0.614 0.900  0.3853
H -3.175 -1.463 1.523  0.4087
H -3.257 1.480 0.679  0.1020
H -4.477 1.087 2.794  0.3772
H -3.101 0.177 3.427  0.3325
H -3.011 2.504 4.264  0.4222
H -3.072 3.116 2.603  0.3598
H -0.748 3.117 3.415  0.4194
H -0.865 1.382 3.802  0.3060
H 0.788 3.133 1.683  0.3801
H 0.638 1.999 0.334  0.3045
H 1.279 0.118 1.850  0.3445
H 1.469 1.271 3.186  0.3827
H 3.310 2.889 3.181  0.3755
H 5.572 3.465 2.353  0.4197
H 5.111 0.686 -0.848  0.4246
H 2.848 0.107 -0.021  0.4563
H -1.051 0.433 0.293  0.5178
H -1.060 -0.209 1.948  0.1965
H -2.588 -5.199 -2.512  0.2957
H -0.859 -5.461 -2.278  0.3624
H -1.831 -4.748 -0.971  0.3315

Its LUMO energy is 0.655 eV. The structure (SMILES) is Cc1cc(C(=O)N(C)C[C@H]2CCCN(CCc3ccc(F)cc3)C2)c(C)o1. Its HOMO energy is -8.2 eV. The value obtained for the orbital gap is 8.881 eV. Its total charge is 0.